[1]
49
Properties=species:S:1:pos:R:3:nbo_charge:R:1 method="wB97M-V/def2-TZVPD" lumo_ev="0.7 / -2.2" multiplicity=6 homo_energy_ha="-0.2658 / -0.2903" gap_ev="7.9 / 5.7"
Ir -1.195 1.457 1.400 0.86
C -0.747 -1.875 -3.211 -1.10
Si 0.566 -2.530 -1.992 1.60
C 2.189 -1.551 -2.185 -1.10
C 0.860 -4.399 -2.255 -1.10
C -0.128 -2.332 -0.234 -0.52
C -0.391 -3.384 0.624 -0.11
C -0.953 -3.156 1.876 -0.30
C -1.250 -1.856 2.234 0.07
N -1.008 -0.833 1.426 -0.54
C -0.447 -1.050 0.227 0.09
S -0.152 0.372 -0.702 -0.21
H -0.499 -2.130 -4.237 0.23
H -0.808 -0.793 -3.142 0.25
H -1.735 -2.271 -2.996 0.24
H 2.719 -1.841 -3.088 0.23
H 2.859 -1.695 -1.342 0.24
H 1.974 -0.489 -2.250 0.25
H 1.255 -4.583 -3.249 0.24
H -0.059 -4.969 -2.162 0.23
H 1.575 -4.803 -1.544 0.23
H -0.155 -4.391 0.314 0.21
H -1.161 -3.969 2.549 0.22
H -1.686 -1.618 3.192 0.21
N -2.970 1.872 0.670 -0.46
C -3.392 2.054 -0.535 0.10
C -2.560 2.711 -1.512 -0.16
C -2.997 2.898 -2.793 -0.23
C -4.259 2.454 -3.189 -0.15
C -5.089 1.814 -2.268 -0.23
C -4.688 1.620 -0.973 -0.17
H -1.581 3.037 -1.185 0.23
H -2.354 3.391 -3.510 0.22
H -4.593 2.610 -4.204 0.22
H -6.062 1.466 -2.586 0.22
H -5.324 1.127 -0.253 0.22
O 1.572 1.048 2.131 -0.65
B 0.576 2.002 2.402 0.65
O 1.133 3.009 3.184 -0.66
C 2.436 2.687 3.383 0.28
C 3.418 3.360 4.081 -0.27
C 4.683 2.789 4.095 -0.22
C 4.951 1.594 3.440 -0.22
C 3.965 0.911 2.744 -0.24
C 2.707 1.477 2.729 0.22
H 3.205 4.290 4.583 0.22
H 5.481 3.291 4.621 0.21
H 5.952 1.189 3.467 0.21
H 4.166 -0.015 2.229 0.22

---

[2]
57
Properties=species:S:1:pos:R:3:nbo_charge:R:1 method="wB97M-V/def2-TZVPD" lumo_ev="1.6 / 1.6" de_lowest_kcal_mol=4.0 total_charge=-1 homo_energy_ha="-0.1860 / -0.1860" gap_ev="6.7 / 6.7"
Ti -0.460 1.287 -0.294 1.51
O 1.500 0.646 -0.677 -0.74
C 2.685 1.318 -0.256 -0.08
C 2.316 2.130 0.965 -0.29
N 0.993 2.730 0.752 -0.41
C 1.068 3.912 -0.136 -0.35
C 0.706 3.602 -1.586 0.79
O 1.140 4.277 -2.492 -0.62
O -0.139 2.616 -1.704 -0.72
C 0.386 3.083 2.050 -0.37
C -1.096 3.251 1.816 0.79
O -1.818 3.917 2.521 -0.61
O -1.502 2.593 0.752 -0.75
H 1.500 -0.344 -0.445 0.54
H 3.041 1.911 -1.102 0.19
H 3.448 0.585 0.013 0.20
H 3.063 2.903 1.174 0.19
H 2.261 1.472 1.840 0.30
H 2.055 4.373 -0.083 0.22
H 0.337 4.653 0.197 0.24
H 0.824 3.995 2.462 0.21
H 0.564 2.267 2.759 0.30
C 2.782 -2.266 1.434 -0.68
C 1.946 -2.798 0.316 0.30
C 1.987 -4.173 -0.027 -0.24
C 1.297 -4.621 -1.108 -0.13
C 0.492 -3.727 -1.855 -0.13
C -0.246 -4.079 -3.009 -0.08
Br -0.185 -5.852 -3.687 0.03
C -1.001 -3.153 -3.659 -0.24
C -1.105 -1.845 -3.159 -0.19
Br -2.195 -0.629 -4.107 0.07
C -0.462 -1.430 -2.004 0.40
O -0.671 -0.275 -1.446 -0.72
C 0.428 -2.395 -1.397 0.12
N 1.197 -1.961 -0.362 -0.47
H 2.796 -2.970 2.266 0.24
H 2.401 -1.321 1.823 0.28
H 3.816 -2.130 1.104 0.22
H 2.592 -4.845 0.567 0.22
H 1.349 -5.659 -1.407 0.23
H -1.546 -3.419 -4.554 0.24
C -4.339 2.284 0.293 -0.88
Te -3.270 1.433 -1.331 0.72
C -3.874 -0.559 -0.882 -0.87
H -5.407 2.135 0.150 0.21
H -4.102 3.345 0.323 0.24
H -3.985 1.833 1.215 0.24
H -4.080 -0.607 0.185 0.23
H -3.045 -1.220 -1.120 0.23
H -4.753 -0.837 -1.456 0.22
Cl -1.292 -0.853 4.767 0.06
C -0.808 -1.423 3.229 -0.30
Cl -0.426 -3.102 3.056 0.01
Cl 2.177 0.463 3.891 -0.93
C -0.703 -0.626 2.184 0.40
N -0.636 0.102 1.242 -0.60

---

[3]
54
Properties=species:S:1:pos:R:3:nbo_charge:R:1 method="wB97M-V/def2-TZVPD" lumo_ev=2.7 de_lowest_kcal_mol=0.0 total_charge=-1 homo_energy_ha=-0.1607 gap_ev=7.1
Pd -1.174 0.176 -1.371 0.73
C -4.906 -2.225 2.164 -0.62
C -5.568 -1.410 1.058 -0.22
N -5.025 -0.077 0.920 -0.60
C -3.857 0.255 0.302 0.31
S -3.090 -0.994 -0.634 -0.26
N -3.521 1.529 0.502 -0.48
N -2.359 1.846 -0.080 -0.23
C -1.910 3.038 -0.131 0.13
C -2.604 4.238 0.449 -0.68
C -0.608 3.189 -0.829 0.21
C 0.067 4.412 -0.801 -0.27
C 1.281 4.545 -1.448 -0.16
C 1.812 3.457 -2.117 -0.29
C 1.092 2.273 -2.108 0.10
N -0.079 2.142 -1.495 -0.47
H -5.346 -3.223 2.222 0.20
H -5.030 -1.737 3.134 0.19
H -3.840 -2.326 1.961 0.23
H -6.638 -1.305 1.254 0.18
H -5.461 -1.921 0.102 0.22
H -5.369 0.653 1.524 0.39
H -3.583 3.930 0.806 0.25
H -2.726 5.026 -0.299 0.21
H -2.045 4.661 1.289 0.21
H -0.364 5.245 -0.264 0.21
H 1.810 5.491 -1.424 0.21
H 2.761 3.508 -2.632 0.22
H 1.467 1.383 -2.595 0.23
C 5.893 -1.512 1.133 -0.62
C 4.861 -2.542 0.775 -0.08
C 5.216 -3.791 0.296 -0.23
C 4.240 -4.716 -0.041 -0.05
Cl 4.722 -6.288 -0.639 -0.04
C 2.902 -4.409 0.083 -0.22
C 2.529 -3.159 0.562 -0.29
C 3.501 -2.230 0.913 0.40
O 3.242 -1.002 1.418 -0.50
C 1.885 -0.620 1.571 -0.19
C 1.133 -0.393 0.252 0.74
O -0.115 -0.243 0.436 -0.76
O 1.754 -0.359 -0.811 -0.71
H 6.897 -1.893 0.951 0.20
H 5.809 -1.223 2.182 0.22
H 5.746 -0.604 0.546 0.23
H 6.262 -4.047 0.181 0.21
H 2.148 -5.130 -0.201 0.22
H 1.478 -2.916 0.625 0.24
H 1.907 0.325 2.113 0.21
H 1.340 -1.346 2.179 0.19
F -1.032 0.916 -4.004 -0.38
C -1.996 0.496 -3.111 0.80
F -2.942 1.477 -3.147 -0.37
F -2.571 -0.573 -3.724 -0.36

---

[4]
50
Properties=species:S:1:pos:R:3:nbo_charge:R:1 method="wB97M-V/def2-TZVPD" lumo_ev=0.3 smiles="C[C@H](CNC(=O)CCS(=O)(=O)c1cc2c(cc1Cl)NC(=O)CO2)c1ccccc1" de_lowest_kcal_mol=0.0 homo_energy_ha=-0.3294 gap_ev=9.2
C 0.878 2.869 -1.945 -0.61
C 1.073 3.220 -0.464 -0.23
C 2.541 3.029 -0.058 -0.23
N 3.042 1.690 -0.267 -0.64
C 3.741 1.022 0.662 0.68
O 4.040 1.475 1.750 -0.63
C 4.106 -0.408 0.253 -0.51
C 2.933 -1.353 0.476 -0.63
S 1.901 -1.525 -1.033 2.17
O 2.093 -2.841 -1.569 -0.92
O 2.169 -0.420 -1.924 -0.98
C 0.170 -1.369 -0.538 -0.35
C -0.621 -0.456 -1.208 -0.22
C -1.966 -0.330 -0.898 0.33
C -2.508 -1.129 0.121 0.12
C -1.719 -2.067 0.769 -0.25
C -0.379 -2.191 0.430 -0.02
Cl 0.597 -3.365 1.210 0.04
N -3.833 -0.926 0.485 -0.60
C -4.671 -0.082 -0.175 0.66
O -5.782 0.174 0.219 -0.57
C -4.113 0.440 -1.493 -0.17
O -2.708 0.594 -1.552 -0.48
C 0.062 2.502 0.405 -0.03
C 0.399 1.546 1.353 -0.16
C -0.575 0.949 2.138 -0.22
C -1.903 1.305 1.997 -0.23
C -2.253 2.264 1.061 -0.22
C -1.280 2.851 0.276 -0.20
H 1.500 3.514 -2.563 0.21
H 1.154 1.838 -2.146 0.21
H -0.159 3.007 -2.238 0.22
H 0.870 4.293 -0.353 0.22
H 2.683 3.263 1.001 0.24
H 3.147 3.731 -0.645 0.20
H 2.795 1.208 -1.123 0.43
H 4.406 -0.442 -0.795 0.24
H 4.947 -0.719 0.876 0.25
H 2.279 -1.006 1.272 0.25
H 3.268 -2.365 0.691 0.26
H -0.188 0.156 -1.979 0.26
H -2.140 -2.689 1.543 0.23
H -4.180 -1.370 1.326 0.42
H -4.543 1.421 -1.704 0.23
H -4.444 -0.258 -2.280 0.20
H 1.428 1.279 1.522 0.21
H -0.288 0.215 2.876 0.21
H -2.658 0.856 2.625 0.21
H -3.286 2.563 0.955 0.22
H -1.566 3.610 -0.438 0.21

---

[5]
50
Properties=species:S:1:pos:R:3:nbo_charge:R:1 method="wB97M-V/def2-TZVPD" lumo_ev=0.3 smiles="CCOc1ccc(C(=O)OCC(=O)Nc2ccc(SC(F)F)cc2)cc1OCC" de_lowest_kcal_mol=0.0 homo_energy_ha=-0.3146 gap_ev=8.9
C 4.673 2.773 2.958 -0.64
C 4.712 3.805 1.837 -0.06
O 4.631 3.208 0.552 -0.49
C 3.520 2.598 0.085 0.29
C 3.756 1.783 -1.026 -0.25
C 2.748 1.104 -1.669 -0.15
C 1.445 1.224 -1.194 -0.20
C 0.311 0.541 -1.823 0.80
O -0.844 0.648 -1.449 -0.65
O 0.669 -0.218 -2.866 -0.49
C -0.353 -0.826 -3.648 -0.16
C -0.859 -2.163 -3.074 0.65
O -0.663 -3.211 -3.645 -0.59
N -1.543 -1.996 -1.917 -0.64
C -2.143 -2.961 -1.111 0.25
C -2.755 -2.522 0.064 -0.27
C -3.373 -3.420 0.908 -0.17
C -3.392 -4.764 0.570 -0.22
S -4.227 -5.933 1.641 0.19
C -5.934 -5.587 1.109 0.43
F -6.086 -5.763 -0.216 -0.34
F -6.291 -4.314 1.366 -0.34
C -2.785 -5.215 -0.590 -0.18
C -2.158 -4.317 -1.432 -0.26
C 1.188 2.036 -0.088 -0.24
C 2.192 2.736 0.556 0.29
O 1.977 3.549 1.634 -0.53
C 0.665 3.755 2.124 -0.06
C -0.136 4.738 1.276 -0.64
H 5.438 2.017 2.796 0.21
H 4.857 3.264 3.910 0.22
H 3.702 2.288 2.996 0.21
H 3.929 4.553 1.974 0.19
H 5.685 4.305 1.822 0.19
H 4.777 1.709 -1.366 0.23
H 2.958 0.484 -2.524 0.23
H -1.200 -0.136 -3.751 0.21
H 0.101 -1.020 -4.621 0.22
H -1.613 -1.037 -1.571 0.44
H -2.741 -1.470 0.310 0.22
H -3.848 -3.083 1.816 0.23
H -6.613 -6.265 1.644 0.15
H -2.809 -6.265 -0.834 0.23
H -1.687 -4.659 -2.338 0.26
H 0.163 2.103 0.237 0.24
H 0.821 4.172 3.123 0.20
H 0.135 2.801 2.229 0.18
H -1.104 4.911 1.739 0.22
H 0.396 5.684 1.206 0.22
H -0.291 4.356 0.270 0.22

---

[6]
56
Properties=species:S:1:pos:R:3:nbo_charge:R:1 method="wB97M-V/def2-TZVPD" lumo_ev=1.8 de_lowest_kcal_mol=3.4 total_charge=-1 homo_energy_ha=-0.1258 gap_ev=5.2
F 1.959 0.832 1.098 -0.32
C 1.376 -0.179 1.820 0.84
F 2.344 -0.859 2.498 -0.32
F 0.543 0.388 2.734 -0.32
S 0.477 -1.227 0.555 0.48
N -0.634 -1.875 1.743 -1.07
S -0.247 -3.465 2.430 2.27
C -0.282 -3.220 4.202 -0.25
C 0.793 -3.537 5.046 -0.20
C 0.614 -3.434 6.426 -0.22
C -0.632 -3.043 6.939 -0.19
C -1.660 -2.643 6.076 -0.21
C -1.497 -2.799 4.707 -0.21
O -1.379 -4.262 2.047 -0.91
O 1.085 -3.858 2.072 -0.90
S -2.308 -1.736 1.133 2.29
C -2.354 0.054 0.971 -0.37
C -2.866 0.899 1.963 -0.13
C -2.670 2.283 1.838 -0.25
C -1.936 2.795 0.764 -0.18
C -1.435 1.927 -0.200 -0.21
C -1.735 0.579 -0.154 -0.18
O -2.307 -2.344 -0.172 -0.90
O -3.211 -2.171 2.164 -0.92
H 1.733 -3.898 4.645 0.24
H 1.415 -3.694 7.120 0.22
H -0.822 -3.028 8.012 0.21
H -2.625 -2.260 6.414 0.22
H -2.326 -2.638 4.030 0.27
H -3.404 0.486 2.816 0.22
H -3.097 2.975 2.571 0.21
H -1.720 3.863 0.686 0.22
H -0.877 2.285 -1.058 0.27
H -1.492 -0.065 -0.995 0.27
H 1.807 0.407 -2.689 0.20
C 1.540 0.742 -3.681 -0.68
C 0.225 1.112 -4.084 0.71
O -0.102 1.357 -5.243 -0.68
O -0.723 1.296 -3.086 -0.58
C -1.877 1.932 -3.704 -0.08
C -3.034 2.148 -2.758 -0.62
C 2.524 0.994 -4.699 0.73
O 2.311 1.132 -5.902 -0.67
O 3.805 1.196 -4.230 -0.55
C 4.581 1.757 -5.313 -0.07
C 6.033 1.955 -4.938 -0.62
H -1.556 2.921 -4.084 0.18
H -2.189 1.317 -4.562 0.20
H -3.858 2.583 -3.341 0.21
H -3.382 1.217 -2.290 0.20
H -2.769 2.870 -1.979 0.19
H 4.486 1.114 -6.202 0.19
H 4.163 2.748 -5.566 0.17
H 6.582 2.206 -5.856 0.20
H 6.124 2.801 -4.246 0.19
H 6.483 1.062 -4.486 0.20

---

[7]
47
Properties=species:S:1:pos:R:3:nbo_charge:R:1 method="wB97M-V/def2-TZVPD" lumo_ev=0.4 smiles="Cc1ccc(CNC(=O)CCCn2c(=O)[nH]c3ccccc3c2=O)cc1" de_lowest_kcal_mol=0.9 homo_energy_ha=-0.3216 gap_ev=9.2
C 6.229 0.021 0.671 -0.63
C 4.814 0.021 0.180 -0.02
C 3.961 -1.035 0.475 -0.20
C 2.648 -1.029 0.043 -0.22
C 2.154 0.033 -0.702 0.02
C 0.730 0.051 -1.169 -0.25
N 0.057 1.257 -0.719 -0.62
C -1.195 1.555 -1.113 0.69
O -1.814 0.842 -1.883 -0.65
C -1.741 2.866 -0.563 -0.51
C -1.888 2.876 0.962 -0.40
C -3.061 2.014 1.435 -0.23
N -3.007 0.672 0.874 -0.48
C -3.914 0.373 -0.134 0.82
O -4.788 1.135 -0.474 -0.62
N -3.790 -0.873 -0.686 -0.58
C -2.814 -1.777 -0.366 0.22
C -2.697 -2.998 -1.031 -0.25
C -1.718 -3.893 -0.654 -0.16
C -0.845 -3.598 0.389 -0.27
C -0.948 -2.391 1.046 -0.09
C -1.929 -1.471 0.673 -0.23
C -2.000 -0.163 1.326 0.68
O -1.236 0.201 2.199 -0.61
C 3.005 1.090 -1.001 -0.22
C 4.317 1.084 -0.564 -0.21
H 6.862 0.638 0.037 0.22
H 6.631 -0.989 0.696 0.22
H 6.271 0.424 1.684 0.22
H 4.330 -1.871 1.051 0.21
H 1.997 -1.858 0.282 0.21
H 0.677 0.031 -2.265 0.22
H 0.195 -0.832 -0.800 0.21
H 0.523 1.808 -0.016 0.40
H -2.713 3.039 -1.028 0.24
H -1.062 3.666 -0.867 0.23
H -0.974 2.519 1.439 0.22
H -2.068 3.898 1.300 0.22
H -3.036 1.929 2.524 0.22
H -4.010 2.448 1.115 0.24
H -4.384 -1.049 -1.485 0.42
H -3.373 -3.228 -1.841 0.22
H -1.630 -4.835 -1.174 0.22
H -0.088 -4.311 0.676 0.22
H -0.283 -2.122 1.853 0.23
H 2.638 1.920 -1.587 0.21
H 4.965 1.914 -0.807 0.21

---

[8]
47
Properties=species:S:1:pos:R:3:nbo_charge:R:1 method="wB97M-V/def2-TZVPD" lumo_ev=0.4 smiles="COc1ccc(C(=O)N[C@H](C)c2ccc(-n3ccnc3)cc2)c(OC)c1" de_lowest_kcal_mol=68.4 homo_energy_ha=-0.3134 gap_ev=9.0
C 5.768 3.131 -0.324 -0.25
O 5.879 1.910 0.366 -0.48
C 4.807 1.078 0.415 0.34
C 4.989 -0.113 1.119 -0.29
C 3.950 -1.009 1.214 -0.11
C 2.718 -0.774 0.607 -0.26
C 1.658 -1.802 0.819 0.67
O 1.625 -2.488 1.824 -0.64
N 0.778 -1.954 -0.197 -0.61
C -0.409 -2.784 -0.081 -0.07
C -0.456 -3.783 -1.232 -0.61
C -1.613 -1.871 0.023 -0.05
C -2.626 -1.816 -0.923 -0.20
C -3.672 -0.919 -0.790 -0.23
C -3.716 -0.048 0.291 0.15
N -4.768 0.866 0.424 -0.36
C -5.459 1.484 -0.588 -0.10
C -6.388 2.277 0.016 -0.09
N -6.298 2.154 1.368 -0.45
C -5.327 1.316 1.582 0.17
C -2.702 -0.094 1.245 -0.23
C -1.670 -0.999 1.109 -0.13
C 2.534 0.429 -0.089 0.42
O 1.305 0.657 -0.649 -0.53
C 1.002 1.935 -1.155 -0.25
C 3.577 1.345 -0.176 -0.42
H 5.546 2.977 -1.385 0.18
H 5.004 3.778 0.121 0.18
H 6.741 3.611 -0.228 0.20
H 5.943 -0.302 1.581 0.23
H 4.064 -1.926 1.771 0.24
H 0.800 -1.299 -0.961 0.41
H -0.293 -3.326 0.866 0.25
H -1.330 -4.423 -1.144 0.21
H 0.434 -4.407 -1.200 0.23
H -0.480 -3.270 -2.191 0.20
H -2.619 -2.479 -1.773 0.22
H -4.463 -0.906 -1.525 0.22
H -5.217 1.336 -1.620 0.22
H -7.114 2.925 -0.432 0.21
H -5.014 0.983 2.551 0.20
H -2.720 0.586 2.083 0.22
H -0.886 -1.032 1.851 0.22
H 1.159 2.713 -0.403 0.18
H 1.587 2.165 -2.051 0.18
H -0.055 1.898 -1.417 0.21
H 3.428 2.270 -0.709 0.22

---

[9]
48
Properties=species:S:1:pos:R:3:nbo_charge:R:1 method="wB97M-V/def2-TZVPD" lumo_ev=0.5 de_lowest_kcal_mol=78.2 homo_energy_ha=-0.3155 gap_ev=9.1
O 3.751 -1.126 2.298 -0.61
C 3.152 -0.811 1.292 0.66
C 3.886 -0.141 0.122 -0.16
O 3.036 0.487 -0.809 -0.41
N 2.719 -0.390 -1.849 -0.14
C 1.818 -0.065 -2.680 0.07
C 0.964 1.107 -2.800 -0.13
C -0.053 1.079 -3.758 -0.16
C -0.905 2.153 -3.918 -0.22
C -0.753 3.283 -3.129 -0.21
C 0.253 3.325 -2.178 -0.24
C 1.106 2.249 -2.010 -0.13
N 1.829 -0.981 1.064 -0.64
C 0.868 -1.568 1.880 0.27
C 1.199 -2.291 3.024 -0.25
C 0.211 -2.901 3.772 -0.18
C -1.118 -2.812 3.390 -0.24
C -1.460 -2.071 2.274 -0.18
C -0.484 -1.418 1.528 -0.20
C -0.857 -0.648 0.307 0.68
O -0.302 -0.843 -0.769 -0.66
N -1.829 0.282 0.426 -0.42
C -2.402 0.799 1.643 -0.25
C -3.925 0.544 1.636 -0.07
O -4.411 0.370 0.325 -0.52
C -3.813 1.267 -0.580 -0.08
C -2.321 0.937 -0.771 -0.25
H 4.546 0.630 0.528 0.22
H 4.496 -0.904 -0.376 0.22
H 1.667 -0.837 -3.425 0.20
H -0.173 0.200 -4.375 0.21
H -1.687 2.116 -4.662 0.22
H -1.416 4.127 -3.257 0.22
H 0.377 4.206 -1.563 0.22
H 1.889 2.297 -1.271 0.23
H 1.472 -0.693 0.156 0.44
H 2.235 -2.376 3.306 0.26
H 0.483 -3.466 4.651 0.22
H -1.885 -3.317 3.957 0.22
H -2.490 -2.015 1.956 0.21
H -2.207 1.879 1.673 0.19
H -1.934 0.340 2.512 0.24
H -4.180 -0.375 2.167 0.19
H -4.441 1.386 2.124 0.17
H -4.353 1.155 -1.521 0.20
H -3.938 2.300 -0.223 0.16
H -1.747 1.849 -0.976 0.21
H -2.169 0.246 -1.603 0.24